Record 1
Density functional theory data (ωB97M-V/def2-TZVPD) for C30H20ClN4O3V as an isolated structure.

Geometry as XYZ:
```
59
Properties=species:S:1:pos:R:3:forces:R:3:nbo_charge:R:1
V 0.0619 -0.0791 -0.0721 -0.167 -0.174 0.510 1.393
O -0.3545 -1.1796 1.2713 0.287 0.037 -0.247 -0.509
C -0.1905 -0.8301 2.5611 -0.184 -0.105 0.050 0.393
C -1.1402 -1.2462 3.4924 -0.093 0.012 -0.030 -0.270
C -0.9639 -0.9452 4.8249 0.052 0.038 0.013 -0.118
C 0.1665 -0.2381 5.2640 -0.053 -0.031 -0.041 -0.196
C 1.1182 0.1509 4.3561 -0.017 0.015 -0.013 -0.127
C 0.9514 -0.1156 2.9825 0.299 0.142 0.061 -0.223
C 2.0356 0.1221 2.0783 -0.092 -0.083 -0.129 0.198
N 1.8727 0.0693 0.7934 -0.203 0.019 0.083 -0.247
N 2.9575 -0.1623 -0.0182 0.020 -0.034 -0.012 -0.327
C 2.5180 -0.8509 -1.0235 0.095 0.027 0.250 0.557
O 1.2005 -1.1149 -1.0534 0.254 0.015 -0.328 -0.550
C 3.3710 -1.3163 -2.1081 -0.129 -0.120 -0.063 -0.109
C 2.8489 -2.1733 -3.0774 0.004 -0.005 -0.015 -0.176
C 3.6495 -2.5863 -4.1284 0.003 0.019 0.028 -0.209
C 4.9619 -2.1379 -4.2130 0.011 -0.006 -0.013 -0.150
C 5.4822 -1.2858 -3.2451 0.011 0.005 0.002 -0.205
C 4.6934 -0.8759 -2.1860 -0.014 0.007 0.002 -0.165
H -1.9956 -1.8093 3.1434 0.007 -0.021 0.023 0.249
H -1.7008 -1.2761 5.5447 0.002 0.008 0.003 0.247
H 0.2949 -0.0248 6.3157 0.004 0.001 -0.002 0.251
H 2.0143 0.6656 4.6796 -0.010 -0.008 0.028 0.238
H 3.0540 0.2168 2.4469 0.001 -0.014 -0.001 0.252
H 1.8265 -2.5184 -2.9990 0.002 -0.003 -0.006 0.228
H 3.2561 -3.2596 -4.8775 -0.001 0.000 0.004 0.238
H 5.5871 -2.4601 -5.0351 -0.001 0.001 0.002 0.238
H 6.5071 -0.9482 -3.3155 -0.003 -0.002 0.000 0.239
H 5.0885 -0.2181 -1.4236 0.005 0.000 -0.001 0.236
Cl 4.0995 3.1054 -4.0981 0.028 0.016 -0.009 0.114
C 2.7337 2.3824 -3.3697 0.050 0.036 0.006 -0.015
C 2.0279 1.3911 -4.0714 -0.038 -0.065 -0.027 -0.162
C 0.9392 0.7822 -3.5061 -0.044 -0.060 0.045 -0.158
C 0.5296 1.1317 -2.2099 -0.162 0.048 -0.171 0.288
O -0.5405 0.5302 -1.6669 0.153 0.138 -0.253 -0.477
C 1.2313 2.1568 -1.5106 0.009 0.043 0.039 -0.157
C 0.6871 2.6594 -0.2669 0.000 0.025 -0.095 0.237
N 0.0462 1.8538 0.4949 -0.044 -0.021 0.301 -0.418
C -0.8987 2.2178 1.5020 -0.022 0.024 -0.165 0.150
C -0.7932 3.2005 2.4384 0.028 0.065 0.022 -0.196
C -1.9097 3.4655 3.2678 0.026 0.005 -0.021 -0.182
C -3.0829 2.7782 3.1206 0.001 -0.027 -0.016 -0.160
C -3.2006 1.7521 2.1476 -0.054 0.037 0.041 -0.007
C -4.3677 0.9930 1.8937 -0.011 0.009 0.020 -0.092
C -4.3475 0.0291 0.9240 0.014 -0.001 -0.017 -0.244
C -3.1543 -0.2211 0.2187 -0.007 -0.004 0.001 0.118
N -2.0551 0.4648 0.4354 -0.033 0.026 0.195 -0.430
C -2.0794 1.4598 1.3658 0.021 -0.053 -0.075 0.111
C 2.3232 2.7853 -2.1205 0.007 0.011 0.050 -0.181
H 2.3556 1.1154 -5.0649 0.004 -0.009 0.004 0.263
H 0.3851 0.0160 -4.0307 -0.011 0.018 -0.020 0.254
H 0.7344 3.7215 -0.0348 -0.011 0.009 -0.002 0.239
H 0.1162 3.7781 2.5492 -0.002 -0.004 0.007 0.242
H -1.8296 4.2416 4.0160 0.003 -0.001 -0.002 0.252
H -3.9340 3.0104 3.7478 0.000 -0.002 -0.005 0.247
H -5.2684 1.1847 2.4635 0.004 0.005 0.000 0.248
H -5.2263 -0.5565 0.6960 0.006 -0.004 -0.007 0.259
H -3.1094 -1.0057 -0.5277 -0.002 -0.010 0.008 0.227
H 2.8521 3.5761 -1.6049 -0.001 0.005 -0.012 0.253
```
Positions in Å, forces in eV/Å.

Properties
frontier orbital gap (alpha / beta)	5.91 / 5.54	eV
multiplicity	1
charge	+2
lowest unoccupied orbital energy (alpha / beta)	-8.16 / -8.54	eV

=====

Record 2
Density functional theory data (ωB97M-V/def2-TZVPD) for a 7-piece molecular cluster, C35H33ClN6O3 overall.

Geometry as XYZ:
```
78
Properties=species:S:1:pos:R:3:forces:R:3:lowdin_charge:R:1
C 5.5190 4.2510 1.9929 -0.353 0.022 0.444 -0.006
C 4.0494 4.4188 2.1623 0.034 0.680 -0.200 -0.175
C 3.2983 5.5027 1.9433 0.172 -0.692 0.176 -0.560
Cl 3.7760 7.0188 1.3893 0.025 0.218 -0.053 0.808
C 1.8872 5.1935 2.2938 -0.265 0.460 0.057 -0.441
O 0.9495 5.9205 2.2956 -0.042 -0.253 -0.041 0.176
O 1.8278 3.8667 2.6774 0.304 0.261 0.012 0.115
C 3.1205 3.3587 2.6160 0.168 -0.094 -0.141 -0.392
O 3.3768 2.2291 2.8694 -0.157 -0.227 0.157 0.190
H 5.8617 3.4001 2.5771 0.024 -0.151 -0.207 0.090
H 5.7559 4.1325 0.9366 0.184 -0.034 0.011 0.089
H 6.0147 5.1402 2.3821 0.086 0.054 -0.225 0.090
C -1.1913 2.0614 1.7056 -0.015 0.046 -0.004 -0.069
C -0.0052 1.4026 1.9842 0.007 -0.013 -0.061 -0.058
C -0.0316 0.0208 2.1039 0.007 -0.074 0.001 -0.143
N -1.1358 -0.7114 1.9678 -0.018 0.041 0.018 0.053
C -2.2660 -0.0609 1.7016 -0.033 -0.084 -0.003 -0.160
C -2.3502 1.3155 1.5601 0.036 0.009 0.009 -0.071
H -1.2116 3.1401 1.6067 0.010 -0.003 0.015 0.106
H 0.9166 1.9530 2.1073 -0.155 -0.237 0.006 0.068
H 0.8761 -0.5316 2.3204 0.024 0.043 0.008 0.106
H -3.1486 -0.6834 1.5956 -0.037 0.058 -0.035 0.081
H -3.2986 1.7879 1.3428 -0.011 -0.015 0.001 0.100
C 7.6865 3.9861 -3.3832 0.005 -0.017 -0.006 -0.077
C 8.3902 3.7330 -2.2162 -0.011 0.008 -0.021 -0.076
C 8.2400 4.6107 -1.1536 0.001 0.042 0.061 -0.171
N 7.4584 5.6888 -1.1907 -0.032 -0.059 -0.002 0.047
C 6.7909 5.9171 -2.3209 -0.011 0.060 0.067 -0.156
C 6.8668 5.1015 -3.4402 -0.019 -0.051 -0.012 -0.076
H 7.7761 3.3251 -4.2357 -0.004 -0.001 -0.001 0.106
H 9.0421 2.8745 -2.1292 0.005 0.001 0.018 0.100
H 8.7717 4.4471 -0.2220 0.026 -0.033 -0.019 0.101
H 6.1644 6.8026 -2.3258 -0.013 -0.008 -0.046 0.102
H 6.3037 5.3413 -4.3314 0.046 0.060 -0.017 0.084
C -5.4536 -2.6957 2.3251 0.011 0.013 -0.004 -0.084
C -4.2551 -3.3363 2.5964 0.016 0.065 0.000 -0.068
C -4.2611 -4.7175 2.7142 -0.047 -0.099 -0.015 -0.151
N -5.3559 -5.4684 2.5842 0.132 0.189 -0.012 0.055
C -6.4991 -4.8336 2.3239 0.011 -0.212 0.071 -0.157
C -6.6014 -3.4585 2.1844 0.016 0.051 -0.015 -0.076
H -5.4928 -1.6177 2.2255 -0.004 0.002 0.012 0.098
H -3.3335 -2.7810 2.7154 0.028 -0.041 -0.002 0.088
H -3.3425 -5.2554 2.9232 0.044 0.073 0.014 0.095
H -7.3753 -5.4599 2.2220 -0.045 0.054 -0.030 0.083
H -7.5599 -3.0053 1.9711 -0.025 -0.047 -0.011 0.098
C -9.8645 -7.0914 -1.5284 -0.005 -0.022 -0.023 -0.081
C -10.4490 -7.1771 -0.2754 0.014 0.007 -0.023 -0.073
C -10.0950 -6.2383 0.6816 0.006 0.056 0.060 -0.151
N -9.2208 -5.2573 0.4653 -0.077 -0.040 -0.064 0.049
C -8.6669 -5.1901 -0.7436 0.042 0.077 0.054 -0.152
C -8.9535 -6.0763 -1.7705 -0.024 -0.019 0.012 -0.071
H -10.1143 -7.8047 -2.3033 0.000 -0.001 0.000 0.105
H -11.1636 -7.9542 -0.0419 -0.004 0.003 0.017 0.101
H -10.5305 -6.2695 1.6745 -0.021 -0.037 -0.011 0.105
H -7.9558 -4.3840 -0.8900 0.015 -0.020 -0.034 0.104
H -8.4731 -5.9720 -2.7335 0.013 0.014 0.003 0.101
C 6.7377 10.1433 -6.4828 0.002 0.033 -0.003 -0.080
C 7.8616 9.4094 -6.1408 -0.026 0.008 -0.014 -0.072
C 7.7234 8.0430 -5.9510 0.019 -0.099 0.024 -0.154
N 6.5676 7.3939 -6.0762 -0.042 0.056 0.005 0.049
C 5.4962 8.1143 -6.4035 -0.010 -0.076 0.007 -0.154
C 5.5271 9.4835 -6.6184 0.027 0.008 0.007 -0.073
H 6.8038 11.2121 -6.6405 0.000 0.001 0.000 0.105
H 8.8262 9.8834 -6.0230 0.012 -0.014 0.002 0.102
H 8.5789 7.4318 -5.6842 0.021 0.036 0.014 0.104
H 4.5679 7.5611 -6.4963 -0.020 0.037 -0.018 0.103
H 4.6248 10.0167 -6.8841 -0.013 -0.013 0.002 0.101
C -2.0882 -9.9814 1.8269 -0.003 -0.017 -0.032 -0.088
C -1.3320 -10.2491 2.9568 -0.014 0.003 -0.013 -0.082
C -1.5215 -9.4559 4.0781 -0.013 0.044 0.064 -0.163
N -2.3885 -8.4469 4.1320 0.041 -0.061 -0.073 0.056
C -3.1082 -8.2013 3.0370 0.009 0.106 0.130 -0.151
C -2.9964 -8.9367 1.8658 0.024 -0.028 -0.001 -0.068
H -1.9710 -10.5780 0.9309 0.002 -0.001 0.000 0.102
H -0.6103 -11.0545 2.9708 0.005 0.000 0.017 0.097
H -0.9510 -9.6338 4.9835 0.024 -0.033 -0.021 0.100
H -3.8039 -7.3731 3.1069 -0.115 -0.094 -0.076 0.067
H -3.6087 -8.6919 1.0087 -0.015 0.027 0.012 0.102
```
Positions in Å, forces in eV/Å.

Properties
frontier orbital gap	8.27	eV
multiplicity	1
charge	0
lowest unoccupied orbital energy	-1.03	eV

=====

Record 3
Density functional theory data (ωB97M-V/def2-TZVPD) for a 2-piece molecular cluster, C10H16NO3S overall at a distorted geometry.

Geometry as XYZ:
```
31
Properties=species:S:1:pos:R:3:forces:R:3:nbo_charge:R:1
C 0.8622 2.0684 0.2875 -0.598 -2.728 0.764 0.595
C -2.1470 0.9479 1.1098 2.483 0.424 -1.271 -0.830
C 2.1856 1.2974 -0.0756 0.060 2.827 -4.280 -0.520
C 1.0366 0.3193 -1.9184 -0.757 0.513 -1.895 -0.417
C -0.3131 0.9401 -1.4428 0.880 -0.748 0.873 -0.475
C 1.7191 -0.0359 -0.6043 -0.662 0.013 0.623 -0.252
C -0.2048 0.9557 0.1007 -3.094 -0.565 0.542 -0.072
C 0.5016 -0.3839 0.3917 1.513 -0.427 -0.196 -0.037
C -0.1630 -1.7637 -0.0572 1.181 1.375 0.769 -0.647
C 0.9494 -0.5000 1.8612 0.819 -0.260 -0.490 -0.622
N -4.6227 0.0070 0.7698 2.069 -2.081 -1.800 -1.051
O -2.9446 -1.2015 -0.5819 0.411 0.852 1.373 -0.978
O 0.6925 3.2040 0.6116 0.446 0.655 -0.068 -0.558
O -3.3675 1.0284 -1.2811 -0.644 0.785 -0.220 -1.015
S -3.1328 0.1841 -0.1285 -1.654 0.232 -0.819 2.161
H -2.5197 2.0487 1.0594 0.697 -1.725 -0.242 0.193
H 2.5994 1.8527 -1.0829 -0.696 -0.758 2.549 0.209
H 2.9768 1.3832 0.5995 0.967 -0.141 1.507 0.229
H 0.8506 -0.4733 -2.6287 -0.485 -1.224 0.551 0.208
H 1.5798 0.9204 -2.7165 0.039 0.273 1.716 0.197
H -0.5565 1.9013 -1.7420 0.030 2.111 -0.980 0.215
H -1.1476 0.3950 -1.7854 -0.760 -1.073 -0.214 0.245
H 2.4719 -0.7959 -0.7431 0.399 -0.299 0.355 0.207
H -0.1756 -2.4836 0.7826 0.005 0.429 -0.296 0.197
H 0.4568 -2.2042 -0.8665 -0.698 0.228 0.238 0.187
H -1.1773 -1.4983 -0.3056 -0.019 -0.815 -0.545 0.281
H 0.1346 -0.5749 2.5315 -1.380 -0.507 0.323 0.233
H 1.4679 0.3287 2.3289 0.518 0.581 -0.545 0.197
H 1.5824 -1.3849 1.9858 -0.014 0.009 0.029 0.188
H -4.2443 -0.2898 1.6261 0.177 -0.670 1.625 0.371
H -5.2055 0.7487 0.9350 -1.234 2.715 0.022 0.363
```
Positions in Å, forces in eV/Å.

Properties
frontier orbital gap	7.30	eV
multiplicity	1
charge	-1
lowest unoccupied orbital energy	3.39	eV